(1)
{
  "formula": "C5H8N2",
  "method": "ωB97M-V/def2-TZVPD",
  "species": ["C", "N", "C", "C", "C", "C", "N", "H", "H", "H", "H", "H", "H", "H", "H"],
  "positions_angstrom": [[-0.848384, 0.767012, -1.570853], [-0.480208, 0.145110, -0.313681], [-1.169040, -0.724767, 0.373888], [-0.398741, -1.264646, 1.445030], [0.850664, -0.742958, 1.330305], [0.914735, 0.278387, 0.201695], [1.815487, 0.497757, -0.786267], [-0.681858, 1.844300, -1.509523], [-0.189826, 0.365828, -2.345755], [-1.899789, 0.556946, -1.788016], [-2.210956, -0.924217, 0.143858], [-0.790469, -1.925279, 2.209451], [1.680488, -0.881674, 2.013450], [0.745023, 1.131586, 0.967048], [2.662873, 0.876614, -0.370630]],
  "atomic_forces_ev_per_a": [[-0.06, 0.02, -0.02], [-0.15, -0.28, 0.12], [0.09, 0.25, -0.21], [0.18, 0.05, -0.02], [-0.05, -0.02, 0.00], [-0.48, -0.13, 0.38], [0.25, -0.03, 0.09], [0.02, -0.17, 0.00], [-0.08, 0.10, 0.10], [0.18, 0.00, 0.06], [0.14, 0.03, 0.00], [0.08, 0.13, -0.14], [-0.08, 0.01, -0.12], [0.01, 0.03, -0.06], [-0.05, 0.00, -0.18]],
  "mulliken_charge": [-0.85, 0.11, 0.01, -0.62, -0.46, 0.33, -0.92, 0.26, 0.35, 0.31, 0.37, 0.39, 0.30, 0.25, 0.15],
  "total_charge": 0,
  "energy_ev": -8291.567,
  "e_above_lowest_ev": 3.430,
  "largest_force_ev_per_a": 0.63
}


(2)
{
  "formula": "C23H72N10O13",
  "method": "ωB97M-V/def2-TZVPD",
  "species": ["C", "O", "H", "H", "H", "H", "C", "O", "H", "H", "H", "H", "C", "O", "H", "H", "H", "H", "C", "O", "N", "N", "H", "H", "H", "H", "C", "O", "N", "N", "H", "H", "H", "H", "C", "O", "N", "N", "H", "H", "H", "H", "C", "O", "N", "N", "H", "H", "H", "H", "C", "O", "N", "N", "H", "H", "H", "H", "C", "C", "C", "O", "H", "H", "H", "H", "H", "H", "H", "H", "C", "C", "C", "O", "H", "H", "H", "H", "H", "H", "H", "H", "C", "C", "C", "O", "H", "H", "H", "H", "H", "H", "H", "H", "C", "C", "C", "O", "H", "H", "H", "H", "H", "H", "H", "H", "C", "C", "C", "O", "H", "H", "H", "H", "H", "H", "H", "H"],
  "positions_angstrom": [[3.402752, -0.855086, 3.331580], [3.970853, 0.366201, 2.900691], [2.355975, -0.695248, 3.640942], [3.394102, -1.679631, 2.612015], [3.884214, -1.183925, 4.253757], [3.353869, 0.699106, 2.229011], [0.976553, -2.239924, -4.611054], [0.751905, -2.261000, -3.202612], [2.038021, -2.100717, -4.837127], [0.722653, -3.215327, -5.036990], [0.443940, -1.397517, -5.055251], [-0.138573, -1.892884, -3.014771], [5.059183, 1.299441, -1.613291], [4.613049, 0.142260, -0.926046], [5.669960, 1.002858, -2.458606], [4.237662, 1.957638, -1.932066], [5.635724, 1.936674, -0.924654], [3.929549, 0.381474, -0.250880], [-2.605621, -1.304899, -3.370399], [-1.658318, -1.163118, -2.552648], [-2.918811, -0.344335, -4.316358], [-3.309799, -2.496782, -3.451132], [-3.612984, -0.464257, -5.017934], [-2.445578, 0.560717, -4.264142], [-3.064861, -3.247734, -2.822365], [-3.954171, -2.631294, -4.195204], [4.052707, -3.307089, -1.627537], [3.764426, -4.422701, -2.034891], [5.162694, -3.056747, -0.807931], [3.321124, -2.173283, -1.975251], [5.372909, -2.096398, -0.604421], [5.788359, -3.817667, -0.638773], [2.485742, -2.299979, -2.549732], [3.501662, -1.208593, -1.704538], [1.902220, 4.252691, 1.099969], [0.822157, 3.764411, 1.545667], [2.711458, 3.511879, 0.205837], [2.388748, 5.494044, 1.580532], [2.530011, 2.507873, 0.152122], [3.528900, 3.931771, -0.164437], [1.886217, 5.948623, 2.317959], [3.246953, 5.814398, 1.208233], [-1.451954, -4.756374, -1.724204], [-2.687683, -4.749394, -1.543589], [-0.764490, -5.930525, -2.009876], [-0.663070, -3.624463, -1.608196], [-1.282854, -6.777940, -2.101417], [0.233030, -5.953421, -2.039631], [-1.065431, -2.706900, -1.525718], [0.298864, -3.679056, -1.893995], [1.122815, 0.332796, 0.346063], [2.349901, 0.668472, 0.503724], [0.098062, 1.106181, 0.854900], [0.747971, -0.888618, -0.149519], [0.316715, 2.053870, 1.189149], [-0.802280, 0.664411, 1.004112], [-0.225696, -1.116770, -0.123715], [1.429054, -1.515355, -0.545372], [0.728681, 1.775512, -4.388967], [-0.327438, 2.131691, -3.360521], [-0.035207, 3.416401, -2.559631], [-1.589994, 2.306464, -4.098971], [0.928282, 2.638046, -5.029555], [0.333651, 0.981369, -5.027794], [1.660493, 1.409406, -3.957365], [-0.406513, 1.325210, -2.611564], [-0.497960, 4.331950, -2.907851], [1.056019, 3.568661, -2.485208], [-0.201403, 3.258351, -1.486243], [-2.132786, 2.902343, -3.541223], [0.050148, 3.700110, 6.405510], [0.559999, 3.363977, 5.024510], [0.698242, 1.878508, 4.773275], [-0.376628, 3.941477, 4.087419], [-0.942559, 3.271018, 6.566229], [0.008685, 4.780974, 6.539902], [0.677224, 3.310243, 7.212123], [1.511672, 3.885717, 4.839065], [1.211815, 1.418418, 5.632928], [1.257290, 1.590809, 3.886476], [-0.256485, 1.343789, 4.825864], [0.037265, 3.875086, 3.200213], [-0.896311, -4.326267, 2.355880], [0.440252, -4.446404, 1.631687], [1.077894, -3.119623, 1.280797], [1.348435, -5.349874, 2.357304], [-0.831010, -3.746565, 3.281214], [-1.373307, -5.282913, 2.562465], [-1.570529, -3.741119, 1.714616], [0.212745, -4.925356, 0.660677], [1.412640, -2.602895, 2.184634], [0.354097, -2.485230, 0.766877], [1.916989, -3.242848, 0.595179], [0.985824, -6.211629, 2.118525], [-5.652542, 3.359476, -1.679101], [-4.151780, 3.196944, -1.372041], [-3.739223, 1.728815, -1.416211], [-3.453137, 3.861025, -2.484003], [-5.831485, 3.004334, -2.693562], [-5.978721, 4.396778, -1.594973], [-6.198395, 2.747266, -0.957463], [-3.852756, 3.629904, -0.414765], [-3.452587, 1.357432, -2.393148], [-4.541376, 1.093462, -1.033655], [-2.875539, 1.567975, -0.766083], [-4.080917, 4.409608, -2.953975], [-3.761583, 0.403718, 2.969199], [-2.381020, -0.241405, 2.930285], [-2.326469, -1.464673, 3.846150], [-2.032882, -0.663334, 1.583910], [-4.547541, -0.293862, 2.666982], [-3.766206, 1.209186, 2.238877], [-3.925596, 0.711694, 4.000240], [-1.610293, 0.463247, 3.247882], [-1.397676, -2.020068, 3.730278], [-3.161074, -2.119131, 3.576538], [-2.422686, -1.151139, 4.887465], [-2.739233, -1.254855, 1.282745]],
  "atomic_forces_ev_per_a": [[-0.83, 0.02, 0.86], [-0.20, -0.22, -0.28], [0.02, -0.04, -0.19], [0.36, 0.25, -0.19], [0.37, 0.03, -0.21], [0.28, 0.02, -0.03], [0.20, -0.08, 0.16], [0.33, 0.55, -0.69], [0.00, 0.10, 0.34], [-0.36, 0.24, -0.20], [-0.16, -0.28, -0.24], [0.40, 0.07, -0.26], [-0.23, 0.60, 1.00], [-0.28, 0.19, 0.19], [-0.01, -0.02, -0.06], [-0.10, -0.41, -0.31], [0.30, -0.22, -0.23], [0.36, -0.16, -0.56], [0.13, -0.85, -0.93], [-1.38, 0.45, -0.70], [0.93, -0.40, 1.54], [1.05, 1.95, 0.35], [-0.39, -0.26, -0.15], [0.03, -0.11, 0.00], [-0.16, -0.31, 0.20], [-0.36, -0.22, -0.22], [0.68, 1.05, 0.12], [-0.09, 0.18, 0.23], [-1.74, 0.01, -0.95], [-0.54, -0.56, -0.02], [0.34, 0.02, 0.14], [0.13, 0.02, 0.07], [0.50, -0.24, 0.40], [0.69, -0.55, 0.13], [0.08, -0.82, 0.89], [2.15, 1.13, -0.95], [-2.18, 1.78, 1.73], [-1.23, -2.83, -1.48], [0.13, 0.11, 0.02], [0.62, 0.03, -0.19], [-0.04, 0.12, -0.05], [0.59, 0.55, 0.11], [-0.18, 0.19, 0.62], [1.36, 0.20, -0.57], [-0.56, 1.34, 0.20], [-0.56, -2.28, 0.57], [-0.19, -0.13, 0.06], [0.30, -0.04, -0.05], [-0.48, -0.12, -0.18], [-0.02, 0.09, -0.13], [-0.13, -0.30, 1.50], [-1.75, -0.10, -0.84], [1.34, -0.54, -0.78], [0.75, 2.85, -0.37], [-0.08, -0.49, -0.08], [0.08, 0.21, -0.19], [-0.21, 0.09, -0.32], [0.08, 0.12, -0.03], [-0.37, 0.00, -0.31], [-0.45, 0.70, 0.09], [1.52, -0.70, 0.92], [0.61, -0.14, 0.96], [0.08, -0.03, 0.05], [0.05, 0.00, 0.00], [-0.05, 0.14, 0.20], [-0.29, -0.04, -0.47], [-0.18, -0.04, -0.18], [-0.17, 0.14, -0.62], [-0.83, 0.15, -0.20], [-0.03, -0.30, -0.31], [-0.01, -0.06, 0.44], [-0.42, 0.49, -0.95], [0.28, -0.87, 1.33], [0.36, -0.18, -0.11], [-0.04, 0.14, -0.16], [-0.18, -0.01, -0.08], [0.18, -0.07, -0.24], [0.11, -0.35, 0.29], [0.34, 0.20, -0.24], [-0.12, 0.21, -0.23], [-0.19, 0.43, -0.43], [-0.32, 0.10, 0.40], [-0.04, 0.86, -0.14], [-0.01, -1.08, -0.36], [-0.29, -0.62, 0.71], [-0.83, 0.80, -0.77], [0.29, -0.41, 0.00], [0.15, -0.10, -0.03], [-0.01, -0.23, 0.01], [0.12, 0.00, 0.28], [0.01, 0.08, -0.12], [0.11, -1.08, 0.92], [0.17, -0.17, 0.14], [0.37, -0.07, 0.33], [0.65, -0.23, 0.83], [-0.47, -0.13, -1.96], [0.25, -0.16, 0.90], [0.40, -0.20, 0.89], [-0.13, -0.14, 0.03], [0.01, 0.01, 0.04], [-0.27, 0.15, -0.20], [-0.09, 0.26, -0.19], [-0.22, 0.27, -0.25], [0.01, 0.01, 0.02], [0.04, -0.07, -0.05], [-0.10, 0.20, 0.00], [0.72, -0.24, -0.33], [-0.10, -1.06, 0.07], [-0.10, 0.37, -0.13], [-0.35, 0.16, 0.20], [0.10, -0.16, 0.15], [-0.18, 0.43, 0.32], [-0.31, 0.39, -0.16], [-0.04, 0.11, -0.31], [-0.05, 0.27, 0.01], [0.06, -0.12, 0.21], [-0.10, -0.12, 0.00], [0.20, 0.16, -0.01]],
  "mulliken_charge": [-0.40, -0.64, 0.04, 0.18, 0.43, 0.29, -0.85, -0.33, 0.32, 0.27, 0.26, 0.24, -0.73, -0.48, 0.33, 0.15, 0.28, 0.34, 0.40, -0.54, -0.29, -0.31, 0.14, 0.12, 0.11, 0.17, 0.45, -0.70, -0.31, 0.10, 0.19, 0.22, 0.10, 0.23, 0.51, -0.82, -0.12, -0.45, -0.12, 0.18, 0.25, 0.14, 0.46, -0.82, -0.37, 0.78, 0.23, 0.18, -0.33, 0.05, -1.24, 0.06, 1.02, 1.71, 0.18, -0.45, -0.72, -0.41, -1.51, 1.96, -1.58, -0.80, 0.37, 0.27, 0.26, -0.55, 0.47, 0.40, 0.32, 0.24, -1.65, 0.78, -0.70, -0.58, 0.34, 0.38, 0.39, 0.23, 0.45, 0.02, 0.08, 0.37, -1.27, 0.65, 0.46, -0.62, 0.21, 0.50, 0.14, -0.05, 0.10, -0.14, 0.04, 0.41, -1.62, 0.70, -0.57, -0.51, 0.44, 0.42, 0.38, 0.20, -0.03, 0.49, -0.11, 0.24, -1.49, 1.01, -1.23, -0.23, 0.34, 0.32, 0.42, -0.30, -0.04, 0.44, 0.51, 0.15],
  "total_charge": 0,
  "energy_ev": -66541.981,
  "e_above_lowest_ev": 0.000,
  "largest_force_ev_per_a": 3.42
}


(3)
{
  "formula": "C4H3NOS2",
  "method": "ωB97M-V/def2-TZVPD",
  "species": ["C", "C", "C", "C", "H", "H", "H", "N", "O", "S", "S"],
  "positions_angstrom": [[2.294431, -0.706627, -0.778722], [0.847024, -0.573285, -0.446834], [-1.331508, -1.132594, -0.396112], [0.324167, 0.636223, 0.301197], [2.630725, 0.134979, -1.358945], [2.445601, -1.643965, -1.309090], [2.868993, -0.686571, 0.163459], [-0.017405, -1.457324, -0.797333], [-2.304132, -1.781369, -0.591869], [-1.390276, 0.469175, 0.487068], [1.253081, 1.862417, 0.809412]],
  "atomic_forces_ev_per_a": [[-0.22, -0.40, 0.80], [-0.54, -0.31, -0.31], [-0.07, 0.27, 0.14], [0.10, 0.23, 0.10], [0.11, 0.34, -0.28], [0.08, 0.09, 0.03], [-0.13, -0.07, -0.40], [0.59, 0.32, 0.14], [0.02, -0.09, -0.04], [0.27, -0.10, -0.08], [-0.21, -0.28, -0.11]],
  "mulliken_charge": [-1.13, 0.60, 0.49, 0.33, 0.35, 0.31, 0.34, -0.53, -0.42, -0.13, -0.21],
  "total_charge": 0,
  "energy_ev": -29404.331,
  "e_above_lowest_ev": 0.000,
  "smiles": "CC1=NC(=O)SC1=S",
  "largest_force_ev_per_a": 0.92
}


(4)
{
  "formula": "C6H35N2O9",
  "method": "ωB97M-V/def2-TZVPD",
  "species": ["N", "C", "C", "C", "C", "N", "C", "C", "H", "H", "H", "H", "H", "H", "H", "H", "H", "H", "H", "H", "H", "H", "H", "H", "H", "H", "H", "O", "H", "H", "O", "H", "H", "O", "H", "H", "O", "H", "H", "O", "H", "H", "O", "H", "H", "O", "H", "H", "O", "H", "H", "O"],
  "positions_angstrom": [[1.235914, 0.439535, -0.744622], [0.143654, -0.356667, -0.009137], [0.625929, -1.808349, -0.136493], [0.504018, -2.214914, -1.602346], [-0.123998, 0.132003, 1.424158], [-0.518178, 1.528791, 1.622292], [-0.301333, 1.955046, 3.021359], [-1.897543, 1.831674, 1.121732], [1.078134, 0.219973, -1.725356], [1.198198, 1.440035, -0.579162], [2.210077, 0.235462, -0.497138], [-0.758362, -0.112003, -0.597598], [0.180426, -2.625806, 0.426062], [1.701064, -1.847835, 0.124300], [0.274830, -3.278918, -1.637517], [-0.206860, -1.610839, -2.183053], [1.472733, -2.138594, -2.118044], [0.827629, -0.035842, 1.949762], [-1.004468, -0.471924, 1.728601], [-0.925544, 1.483200, 3.808017], [-0.501823, 3.018271, 3.268624], [0.746653, 1.646132, 3.219754], [-2.176560, 1.188846, 0.307953], [-1.891954, 2.898985, 0.917325], [-2.700988, 1.393687, 1.767169], [4.468160, 0.054027, -0.217378], [3.813021, -1.236629, 0.149047], [3.978299, -0.678556, -0.623279], [-0.129520, 4.279627, -0.004821], [0.452389, 2.950314, 0.561257], [0.561448, 3.619256, -0.147396], [-4.238640, -2.608530, -1.856698], [-3.080567, -1.530439, -2.349966], [-3.306878, -2.432278, -2.024208], [0.379714, 2.051945, -3.486525], [-0.315224, 2.540807, -2.105221], [-0.086212, 1.803811, -2.679207], [2.670673, 2.922190, 0.716645], [2.446895, 1.707028, 1.695646], [2.860811, 1.990056, 0.866325], [3.387883, 0.252164, 3.908303], [3.976266, 0.145610, 2.416973], [3.253724, 0.433965, 2.976957], [-1.461299, -4.664984, -0.668830], [-2.186609, -3.397498, -1.114831], [-1.512780, -3.720578, -0.467164], [-3.153744, 0.591044, -2.866951], [-1.625843, 0.286676, -2.996040], [-2.507997, -0.106485, -3.051828], [-3.190039, -2.857674, 1.900326], [-2.468097, -2.693037, 0.660978], [-3.022436, -2.148916, 1.260625]],
  "atomic_forces_ev_per_a": [[-0.42, -0.28, 0.48], [0.02, 0.88, 0.46], [0.49, 0.06, -0.58], [1.29, -0.47, -0.78], [-0.14, -0.30, -0.21], [-0.48, 0.79, -0.54], [0.35, -0.46, 0.55], [0.52, -1.34, 1.32], [0.29, 0.47, -0.09], [-0.50, 0.24, -0.27], [0.03, -0.71, 0.08], [0.33, -0.61, 0.03], [-0.61, 0.87, 0.48], [-0.45, 0.21, 0.13], [-0.27, 0.41, -0.37], [-0.16, -0.46, 0.25], [-0.12, 0.25, 0.03], [-0.62, -0.25, 0.51], [0.88, -0.46, 0.41], [0.01, -0.55, -0.67], [0.53, -0.31, -0.98], [-0.54, 0.68, 0.34], [0.62, 0.25, -1.37], [-0.88, -0.15, -0.01], [0.55, 1.22, 0.57], [0.06, 0.08, -0.43], [0.06, -0.34, -0.27], [-0.09, 0.34, 0.78], [0.23, -0.08, 0.06], [-0.51, 0.08, 0.12], [0.02, -0.12, -0.17], [0.15, 0.61, -0.18], [-0.60, -0.48, 0.11], [0.43, -0.49, 0.10], [-0.24, 0.61, 0.33], [0.40, 0.54, -0.31], [-0.29, -1.08, -0.23], [-0.02, 0.09, 0.18], [0.34, 0.35, 0.11], [-0.07, -0.19, -0.37], [0.51, -0.27, -0.06], [0.38, -0.06, 0.61], [-0.95, 0.21, -0.31], [0.02, 0.10, 0.30], [0.17, 0.25, 0.01], [-0.73, -0.80, -0.34], [0.36, -0.05, -0.15], [-0.18, 0.31, -0.02], [-0.13, 0.20, 0.10], [-0.36, 0.54, 0.30], [-0.14, 0.53, -0.08], [0.47, -0.91, 0.06]],
  "mulliken_charge": [0.20, 0.94, -0.18, -1.31, -1.87, 0.55, -0.89, -0.94, 0.55, 0.11, 0.23, -0.35, 0.70, -0.01, 0.39, 0.22, 0.39, 0.58, 0.28, 0.34, 0.32, 0.23, 0.25, 0.27, 0.33, 0.31, 0.35, -0.66, 0.34, 0.24, -0.72, 0.30, 0.40, -0.66, 0.29, 0.29, -0.60, 0.26, 0.30, -0.65, 0.26, 0.25, -0.54, 0.29, 0.37, -0.69, 0.33, 0.25, -0.70, 0.33, 0.38, -0.63],
  "total_charge": 1,
  "energy_ev": -28192.025,
  "e_above_lowest_ev": 2.357,
  "largest_force_ev_per_a": 1.95
}


What is the formula in the fourth record? C6H35N2O9